A molecular structure, C16H36O20P2V at a distorted geometry. Source: the OMol25 dataset; level of theory: ωB97M-V/def2-TZVPD.

## Properties
E, Eh: -3762.83230
<S²>: 0.755
Total charge: 0
2S+1: 2
E_HOMO (spin up / spin down), Eh: -0.314 / -0.314
LUMO energy (spin up / spin down), eV: -0.815 / -5.007

```
75
C16H36O20P2V (ωB97M-V/def2-TZVPD)
O -1.6482 14.9882 14.3252
V -1.8968 13.6541 15.1524
O -2.3009 12.5303 14.1143
O -5.6617 12.7721 17.0460
C -5.2556 13.8202 16.3798
O -4.1142 13.8663 15.9508
O -6.0796 14.7474 16.0375
H -4.7225 12.5926 16.9599
O 1.8800 11.7579 16.5170
C 0.5114 12.0138 16.5313
O 0.0013 12.7150 15.6870
O -0.1545 11.4253 17.3744
H 1.8601 12.3010 15.7257
C -3.4143 17.5229 16.3891
O -2.2625 17.4264 17.1628
P -1.7012 16.0246 17.8749
O -1.7393 14.7795 17.1086
O -0.2168 16.4731 18.3756
C 0.6879 15.5236 18.9242
O -2.4747 15.9178 19.3567
C -3.8562 15.6211 19.3355
H -3.9456 16.5905 16.1977
H -3.2640 18.0274 15.4346
H -4.0771 18.1784 16.9540
H 0.5127 15.5574 19.9995
H 1.7014 15.9071 18.8067
H 0.6422 14.5034 18.5431
H -4.3295 15.0956 20.1650
H -4.2402 14.9257 18.5892
H -4.3037 16.6034 19.1842
C -5.4697 12.2217 13.2751
O -5.9956 10.8939 13.0647
P -5.9481 9.7025 14.1422
O -6.4010 10.0078 15.5563
O -6.8249 8.5858 13.4428
C -8.2063 8.7239 13.2217
O -4.3936 9.1606 14.0068
C -3.9637 8.2987 12.9506
H -4.7431 12.3712 12.4765
H -5.0103 12.3144 14.2592
H -6.3670 12.8129 13.0918
H -8.6729 8.4353 14.1635
H -8.4655 7.9641 12.4844
H -8.5077 9.7110 12.8710
H -4.6577 7.4872 12.7317
H -3.0366 7.8240 13.2719
H -3.7970 8.8630 12.0330
O 0.1164 13.9462 12.3742
C -0.3265 14.5645 11.4403
O -1.3186 14.1394 10.6767
C -1.8601 12.8400 10.7433
C -2.8378 12.6159 9.5720
C 0.2571 15.9280 11.1458
H -2.4517 12.9498 11.6522
H -1.1215 12.0593 10.9252
H -3.5533 13.4354 9.5050
H -3.2999 11.6324 9.4873
H -2.1811 12.6597 8.7030
H 1.1109 16.2733 11.7288
H -0.6545 16.4835 11.3662
H 0.6221 16.0376 10.1246
O -1.6253 18.6905 11.4688
C -1.9526 19.3228 12.4194
O -1.4602 19.1754 13.6257
C -0.3592 18.2607 13.9672
C 0.3849 18.6595 15.2646
C -3.1819 20.2603 12.3987
H 0.4567 18.4068 13.2594
H -0.6652 17.2151 14.0031
H 0.5282 19.7360 15.3589
H 1.3813 18.2214 15.3223
H -0.0859 18.3557 16.1995
H -2.8566 21.1830 12.8792
H -4.0803 19.9103 12.9071
H -3.2579 20.4936 11.3367
```


2 unconnected molecules or ions with the total composition CH2ClNOS2 at a distorted geometry. Source: the OMol25 dataset; level of theory: ωB97M-V/def2-TZVPD.

## Properties
E, Eh: -1425.67307
Relative energy (zero: lowest compared OMol25 entry of this formula, charge and spin), kcal/mol: 67.5
<S²>: 2.010
Total charge: 0
2S+1: 3
E_HOMO (spin up / spin down), Eh: -0.246 / -0.349
LUMO energy (spin up / spin down), eV: 0.360 / -2.119

```
8
CH2ClNOS2 (ωB97M-V/def2-TZVPD)
C -1.3033 -0.3543 -0.1056
N 0.7529 -0.2288 -0.5102
O -1.8817 -1.3168 -0.3894
S 1.3908 -1.3614 0.5005
S 0.9162 1.4610 -0.2950
Cl -1.8357 1.0031 0.7214
H 1.3414 -0.7897 1.6537
H 0.6194 1.5870 -1.5755
```


- Among the records above, which one has the lowest E?
  C16H36O20P2V


- Number 1 is which compound?
  C16H36O20P2V


- The highest 2S+1 belongs to which entry?
  CH2ClNOS2